C4H13N3 | wB97M-V/def2-TZVPD

```
20
Properties=species:S:1:pos:R:3:forces:R:3:lowdin_charge:R:1
N -2.648 -0.395 0.528 0.66 -1.42 -1.17 -0.032
C -1.353 -1.236 0.581 -3.50 -0.81 0.95 -0.249
C -0.036 -0.526 0.795 -0.55 -3.99 -0.47 -0.209
C 0.367 0.174 -0.449 -1.32 0.20 -0.14 -0.519
N -0.297 1.480 -0.537 -0.07 1.39 2.77 0.041
C 1.808 0.117 -0.385 2.42 4.29 -1.42 -0.245
N 2.398 0.709 -1.698 -3.66 -1.17 1.05 0.024
H -3.462 -0.959 0.809 0.78 0.65 -0.12 0.064
H -2.648 0.492 0.977 0.12 0.35 0.70 0.026
H -1.639 -1.934 1.390 1.06 0.08 0.04 0.096
H -1.366 -1.927 -0.320 0.37 1.26 0.67 0.123
H 0.650 -1.439 0.781 -0.75 0.93 0.77 0.127
H 0.090 -0.041 1.764 -0.14 0.40 -0.34 0.131
H 0.105 -0.375 -1.367 -0.45 -0.15 0.41 0.156
H 0.123 2.088 0.267 -0.49 -1.08 -1.85 0.115
H -1.221 1.275 -0.070 0.91 0.54 -1.41 0.051
H 2.067 -0.883 -0.164 0.99 -0.85 -0.39 0.087
H 2.087 0.779 0.498 0.20 -0.78 -0.71 0.136
H 3.236 1.110 -1.452 2.42 1.21 0.36 0.003
H 1.738 1.492 -1.948 1.01 -1.04 0.31 0.074
```
Forces are in eV/Å.

Computed properties:
max |F|: 5.12 eV/Å
calculated total energy: -8827.3459 eV
2S+1: 1
gap between HOMO and LUMO: 9.9 eV